No. 1
138
Properties=species:S:1:pos:R:3:forces:R:3 method="wB97M-V/def2-TZVPD" homo_energy_ev=-10.0 molar_mass_g_mol=2003.61 lumo_ev=-2.4 homo_lumo_gap_ha=0.279 e_tot_ev=-538844.7637 charge=0 fmax_ev_per_a=9.8 multiplicity=1
H -4.94089 4.53671 -0.32315 0.3 0.0 0.1
C -0.97237 1.61858 0.21959 0.3 0.3 0.1
F 4.09504 -0.00686 -0.25476 -1.4 -4.2 -3.4
Cl -0.56465 7.30198 2.94834 0.3 0.1 -0.2
F 5.82621 -0.60340 -2.61381 -1.1 -3.1 1.8
O -5.70908 -5.05101 -0.47153 5.3 7.0 4.3
C 2.53234 -2.39923 0.90024 0.9 -0.3 0.9
H -0.69395 9.57382 2.31664 -0.2 -0.3 -0.1
H 3.21195 -3.34971 1.14117 -1.4 2.2 -1.1
Cl -3.36339 5.55242 8.20924 -0.4 0.5 0.7
Cl 8.29913 1.14238 0.50750 0.1 0.0 0.0
H 0.47778 -4.65060 0.48671 -1.3 2.7 0.6
H 3.43438 -6.16704 -0.93244 -0.2 -0.1 0.2
F 5.05254 -3.37644 -0.71331 0.0 2.5 -2.2
C 2.52651 5.31581 -4.04382 0.0 -0.1 -0.4
H 0.00646 0.96056 0.40308 -2.2 1.4 -0.2
Cl -3.07967 -2.95470 -2.11001 0.0 0.3 0.4
C 0.42007 -9.92566 -4.15444 0.1 0.0 0.4
C -4.97349 6.00312 -3.70546 0.1 0.0 -0.4
C 3.77763 -1.12481 -1.21988 -3.2 4.4 -1.1
C -2.41819 -0.42595 1.28203 1.1 0.1 0.2
H -3.99719 5.80425 -4.15402 -0.2 0.0 0.3
C -3.82486 0.01174 -0.89695 -0.6 -0.5 0.4
C -3.34374 -2.50960 -0.29076 0.9 0.2 -1.8
F 2.24632 -3.24840 -1.55066 1.4 3.8 2.3
H -2.17210 9.01972 3.15472 0.1 -0.2 -0.2
H -0.11996 -10.58450 -3.47012 0.1 0.2 -0.3
H -2.26635 -4.47541 -0.41299 -1.5 0.7 1.8
H 0.41943 -4.30136 -6.10629 0.0 -0.3 0.2
Cl 2.72160 6.49260 -2.73901 0.2 0.3 -0.4
Cl -0.40908 11.45807 0.05080 0.0 0.1 -0.1
C -4.94248 -4.11706 0.09923 -1.8 -2.5 -1.2
Cl -3.33059 -7.91542 0.46488 -0.1 0.0 0.1
O -4.83375 -2.65022 -0.19762 1.8 -3.3 0.6
H 1.20704 -9.39573 -3.61243 -0.2 0.0 -0.2
Cl 1.85225 3.79871 -3.43641 0.0 0.0 -0.1
C -1.41368 8.75735 2.41313 0.0 0.2 0.3
C -3.91175 4.84265 -0.12016 -0.2 0.2 0.0
Cl -1.23220 12.50760 2.64312 -0.1 0.1 0.1
H 7.18294 0.25946 5.03107 -0.1 0.3 0.0
C -2.69359 -1.01895 -0.22101 -1.6 1.8 0.0
Cl -3.15341 -11.47349 -6.69180 0.0 0.0 -0.1
H -2.24758 -10.47400 -8.63026 -0.2 0.1 0.3
Cl -0.51272 -6.07944 -9.18288 0.1 0.2 0.1
C -1.51175 12.54971 0.89807 -0.2 0.2 -0.3
Cl 3.82871 4.09167 3.69188 0.1 0.1 0.0
H 0.16298 1.39238 8.57196 -0.1 0.3 -0.2
H 10.16592 2.27671 1.40504 -0.3 0.0 0.0
H -1.71532 1.44234 2.36966 -1.3 -0.2 -2.3
F 3.28074 -0.41411 -2.45765 1.8 -2.4 3.9
S 5.33382 -2.01167 -1.70015 5.2 0.2 -1.0
H -3.24158 -0.75176 2.08205 1.7 0.7 -1.9
C 0.02280 -5.16177 -5.56195 -0.2 0.2 -0.2
Cl 5.33030 1.59475 5.63253 0.0 -0.1 0.1
H -3.37294 1.03860 -1.22510 -0.8 -2.1 0.8
Cl -3.43185 -8.71449 -7.59156 -1.6 -0.6 0.7
H -0.95071 -5.44112 -5.97212 0.2 0.0 0.2
H -4.08057 7.77334 7.84824 0.0 -0.3 0.2
C -3.19451 -10.39361 -8.09094 0.1 -0.4 -0.3
H -1.37030 -0.86233 1.63854 -2.3 0.8 -0.6
C 4.72648 3.07370 2.55912 0.3 0.1 -0.1
H -4.38167 -0.45235 -1.81321 1.2 0.7 1.7
C -4.47720 6.91293 8.39258 -0.2 0.2 -0.3
H 4.93438 3.64773 1.65288 -0.2 -0.2 0.2
C -2.69440 -3.79755 0.44594 0.9 0.5 0.8
Cl -4.77840 7.17991 -2.40065 0.0 0.3 -0.2
H -0.36685 -7.81933 -7.59272 0.0 0.0 -0.3
H -0.67932 2.76576 0.32492 -0.7 -2.7 -0.1
H -1.72352 -0.92744 -0.89703 -2.0 -0.7 1.7
H 0.66072 3.05819 8.98627 -0.2 -0.1 -0.3
H 9.43438 3.15818 0.03311 -0.2 -0.2 0.2
C 9.22648 2.58415 0.93934 0.3 0.0 -0.2
Cl -4.67350 7.34927 10.09449 -0.1 0.1 0.0
H -4.63903 0.16443 -0.05076 1.6 -0.1 -1.8
H -5.45071 6.63358 7.98242 0.3 0.0 0.2
C -2.18034 1.23110 1.28965 1.2 -1.0 0.3
C 0.02866 -3.56801 0.69325 -1.2 0.2 -0.5
H -4.76050 -8.54953 -1.30442 0.3 0.1 0.1
H -4.01803 -10.69010 -8.74504 0.1 0.2 0.3
H -2.59285 4.34373 6.52088 0.3 0.2 -1.0
Cl 1.15732 -10.90146 -5.43104 0.1 0.0 0.0
Cl 2.29913 -8.18283 -0.45805 0.1 0.0 0.0
H -5.64855 6.41611 -4.45894 0.1 -0.1 0.3
Cl -3.63220 4.80054 1.62490 0.0 0.0 0.0
O -3.90945 -4.26212 1.17827 -1.1 -1.0 -4.0
Cl 8.01704 2.46552 4.90978 0.0 -0.3 0.3
H 1.82601 5.42347 -0.79831 -0.4 -0.1 0.4
Cl -2.67991 -8.19327 -2.36330 -0.1 0.0 0.0
Cl -5.64775 4.48602 -3.09805 -0.1 0.0 -0.2
H 3.50281 5.11694 -4.49238 -0.2 0.0 0.2
H -2.54089 12.24377 0.69508 0.3 -0.1 0.1
C -3.94932 -7.82666 -1.18873 -0.4 0.1 -0.1
Cl -2.80908 3.75101 -0.96743 -0.5 0.1 -0.3
C 2.52689 -2.03495 -0.69754 -3.3 -0.4 0.8
Cl 2.32871 -5.72310 1.10656 0.5 -0.5 0.2
C -1.44099 -3.69168 1.48293 0.6 -1.1 0.8
H -0.23734 -3.13157 -0.36933 0.9 -0.5 2.1
Cl 3.79913 1.63194 2.12727 0.0 0.0 0.0
H 1.85145 5.72880 -4.79730 0.1 -0.1 0.3
Cl 1.00343 2.56507 6.70233 0.1 0.0 0.2
Cl 8.32871 3.60212 2.07211 0.2 0.3 -0.4
Cl -0.33327 -8.94877 -9.66648 0.0 -0.1 0.0
H -3.17015 1.83389 1.12401 2.1 -1.2 0.3
H -4.32506 -6.81753 -1.37439 0.2 -0.3 0.1
F 6.84615 -2.70408 -2.12648 -3.2 1.3 0.9
F 1.30618 -1.16378 -0.90372 3.6 -2.2 0.3
H -1.95611 -7.78106 -8.40950 1.3 0.4 -0.6
H -3.75146 5.86126 -0.48174 0.1 -0.4 0.2
H -1.35146 13.56832 0.53649 0.1 -0.3 0.2
H -1.56013 -2.90788 2.34864 0.1 -1.4 -2.0
Cl -1.52473 2.97405 8.09527 0.2 -0.5 0.6
Cl -0.70984 -8.74506 -4.82870 -0.4 -0.6 0.2
C 3.22648 -6.74107 -0.02621 0.4 -0.1 -0.2
H 3.03502 -1.51305 1.52211 -1.1 -1.7 -1.8
C -0.87643 -7.68983 -8.55061 0.2 0.3 0.2
Cl -0.46954 5.97680 -0.76029 0.3 0.1 -0.1
C 0.15222 2.43539 8.24636 0.3 -0.2 0.2
C -1.97354 4.78748 5.73758 0.1 -0.2 -0.1
H -1.37709 -4.75152 2.03208 -0.5 2.2 -1.2
H 1.44333 6.63592 0.45781 -0.2 -0.2 0.0
F 4.67323 -2.72239 -3.11075 1.1 1.4 3.4
Cl -1.55973 3.53999 4.55523 0.0 0.0 -0.1
H 0.65133 -1.61587 1.91709 0.5 -2.1 -0.9
Cl 1.04089 4.42850 1.19434 0.2 0.1 0.1
Cl -2.20100 8.49645 0.85198 -0.2 0.2 0.1
H -1.25922 1.45167 -0.90216 0.4 0.2 2.1
Cl 1.13661 -6.52227 -5.74529 0.6 0.6 -0.3
C 1.11394 5.71049 -0.02081 0.3 0.1 0.0
H 7.37802 0.99848 6.64665 -0.1 0.1 -0.3
C 7.04632 1.16982 5.61971 0.1 -0.3 0.3
F 6.11464 -1.27407 -0.33543 -1.2 -1.9 -2.6
H 4.16592 -7.04851 0.43949 -0.3 0.0 0.0
H 5.66592 2.76626 3.02481 -0.3 0.0 0.0
Cl -2.86595 6.11163 4.97905 -0.3 0.0 0.1
C 1.06591 -2.65838 1.57403 0.1 -0.4 0.2
Cl -0.17350 -4.72543 -3.86004 -0.1 0.1 0.0
H 1.26490 -3.26789 2.58154 -0.3 1.3 -2.1
H -1.05331 5.18283 6.17438 -0.2 -0.1 -0.2



No. 2
18
Properties=species:S:1:pos:R:3:forces:R:3 method="wB97M-V/def2-TZVPD" homo_energy_ev=-7.7 molar_mass_g_mol=101.15 lumo_ev=0.6 de_lowest_kj_mol=310.0 homo_lumo_gap_ha=0.307 e_tot_ev=-8898.4844 charge=0 fmax_ev_per_a=4.9 smiles="C=C/C=C(/C)N.O" multiplicity=1
H -1.68206 -0.90554 1.64817 1.8 -0.1 -1.0
H 1.72285 -0.12024 -1.70056 -1.2 -1.1 0.2
H 1.24506 -0.51380 2.60688 -1.4 0.4 0.0
H 0.25096 2.82042 0.10091 0.7 -0.7 1.2
O 0.68452 2.42692 0.90413 -0.8 1.3 -1.0
C 0.11415 -0.47996 2.57721 1.4 -1.8 -1.1
H -0.39598 -0.60118 3.50973 -0.2 0.7 0.5
H 0.64910 0.45160 -2.79268 -1.1 -0.3 0.4
H -1.68032 0.82357 -1.86764 0.5 -0.6 -0.1
H 1.07498 -1.85675 0.12852 -1.7 2.1 -0.2
H 0.65684 -1.27417 -2.67277 0.5 0.1 0.1
C 0.67419 -0.37297 -2.04273 2.8 0.8 -3.9
N -1.55553 0.10418 -1.15774 0.8 0.5 -2.6
C -0.32793 -0.49527 -1.03958 0.9 -0.8 4.7
H 1.04119 1.58609 0.63248 0.0 -0.6 -0.2
C 0.16321 -1.11903 0.11999 -1.5 0.3 0.3
H -2.09649 0.37909 -0.41140 -1.0 0.0 2.4
C -0.53874 -0.85297 1.45708 -0.6 -0.1 0.3